This record from the Open Molecules 2025 dataset describes 2 unconnected molecules or ions with the total composition C2H6OS in a non-equilibrium geometry. The level of theory is ωB97M-V/def2-TZVPD.

total charge = 0
E = -553.00400 hartree
energy above the lowest of the compared OMol25 structures with the same formula, charge and spin = 1.6036 eV
HOMO (alpha / beta) = -5.14 / -9.79 eV
molar mass = 78.1 Da
Kohn-Sham gap (alpha / beta) = 5.9884 / 7.8323 eV
2S+1 = 3

Structure (XYZ):
```
10
Properties=species:S:1:pos:R:3:mulliken_charge:R:1
C 0.40 -0.21 1.24 -1.114
C 1.02 -0.97 0.36 0.228
O 0.49 -2.20 -0.10 -0.437
S -1.58 1.51 -1.75 -0.251
H -1.59 2.79 -2.10 0.138
H -0.57 -0.32 1.55 0.389
H 0.80 0.72 1.70 0.303
H 1.92 -0.51 -0.10 0.351
H -0.36 -2.36 0.21 0.282
H -0.53 1.55 -1.01 0.110
```

This record from the Open Molecules 2025 dataset describes a molecular structure, C2H6OS2 in a non-equilibrium geometry. The level of theory is ωB97M-V/def2-TZVPD.

total charge = 0
E = -951.29071 hartree
energy above the lowest of the compared OMol25 structures with the same formula, charge and spin = 2.7579 eV
HOMO = -8.86 eV
molar mass = 110.2 Da
Kohn-Sham gap = 8.6056 eV
2S+1 = 1

Structure (XYZ):
```
11
Properties=species:S:1:pos:R:3:mulliken_charge:R:1
C 0.56 1.08 0.60 -0.838
C -0.78 0.32 0.81 -0.381
O -0.35 -2.55 -2.06 -0.509
S -0.02 -1.76 -0.89 0.330
S -1.06 0.26 -0.95 -0.171
H 0.95 1.42 1.60 0.282
H 1.27 0.46 0.02 0.228
H 0.44 1.84 -0.22 0.352
H -1.57 0.98 1.32 0.290
H -0.81 -0.79 1.27 0.263
H 1.37 -1.25 -1.49 0.153
```

This record from the Open Molecules 2025 dataset describes 2 unconnected molecules or ions with the total composition C2H6OS2 in a non-equilibrium geometry. The level of theory is ωB97M-V/def2-TZVPD.

total charge = 0
E = -951.34063 hartree
energy above the lowest of the compared OMol25 structures with the same formula, charge and spin = 1.3993 eV
HOMO = -8.72 eV
molar mass = 110.2 Da
SMILES string = C=CO.SS
Kohn-Sham gap = 9.1294 eV
2S+1 = 1

Structure (XYZ):
```
11
Properties=species:S:1:pos:R:3:mulliken_charge:R:1
C -2.28 -0.36 0.37 -0.750
C -1.29 0.45 -0.20 0.154
O -0.23 -0.08 -0.77 -0.408
H -3.33 0.01 0.74 0.197
H -2.21 -1.43 0.44 0.233
H -1.37 1.51 -0.43 0.332
H 0.07 -0.92 -0.59 0.262
S 3.35 -0.58 0.03 -0.159
S 2.08 0.70 0.95 -0.185
H 2.46 -1.06 -0.87 0.130
H 2.75 1.76 0.33 0.194
```

This record from the Open Molecules 2025 dataset describes 2 unconnected molecules or ions with the total composition C2H6OS2 in a non-equilibrium geometry. The level of theory is ωB97M-V/def2-TZVPD.

total charge = 0
E = -951.11939 hartree
energy above the lowest of the compared OMol25 structures with the same formula, charge and spin = 5.0250 eV
HOMO (alpha / beta) = -4.95 / -8.88 eV
molar mass = 110.2 Da
Kohn-Sham gap (alpha / beta) = 4.3634 / 4.5551 eV
2S+1 = 3

Structure (XYZ):
```
11
Properties=species:S:1:pos:R:3:mulliken_charge:R:1
C -1.37 -0.44 -0.40 -0.607
C -1.41 0.70 0.32 -0.348
O 2.61 1.88 -0.23 -0.468
S 3.39 -0.99 0.08 -0.262
S 1.87 0.63 0.01 0.235
H 3.55 -1.30 -1.21 0.150
H -0.77 -1.19 -0.18 0.423
H -1.88 -0.65 -1.34 0.251
H -0.76 0.97 1.27 0.203
H -2.14 1.57 0.16 0.223
H 1.96 0.56 1.37 0.199
```

This record from the Open Molecules 2025 dataset describes 2 unconnected molecules or ions with the total composition C2H6OS2 in a non-equilibrium geometry. The level of theory is ωB97M-V/def2-TZVPD.

total charge = +1
E = -951.04007 hartree
energy above the lowest of the compared OMol25 structures with the same formula, charge and spin = 0.8476 eV
HOMO (alpha / beta) = -13.41 / -13.40 eV
molar mass = 110.2 Da
Kohn-Sham gap (alpha / beta) = 8.5260 / 4.8189 eV
2S+1 = 2

Structure (XYZ):
```
11
Properties=species:S:1:pos:R:3:mulliken_charge:R:1
S -2.93 -0.30 0.09 0.174
S -2.18 -1.34 1.59 0.155
H -2.10 0.75 -0.01 0.292
H -0.86 -1.10 1.37 0.317
C 0.56 0.93 -1.03 -0.603
C 1.41 0.03 -0.55 0.012
O 1.39 -0.52 0.75 -0.505
H 0.33 1.20 -2.04 0.292
H -0.16 1.20 -0.22 0.182
H 2.29 -0.26 -1.12 0.352
H 2.25 -0.60 1.18 0.333
```

This record from the Open Molecules 2025 dataset describes a molecular structure, C2H6OSn in a non-equilibrium geometry. The level of theory is ωB97M-V/def2-TZVPD.

total charge = +2
E = -368.45763 hartree
energy above the lowest of the compared OMol25 structures with the same formula, charge and spin = 3.1574 eV
HOMO = -19.00 eV
molar mass = 164.8 Da
Kohn-Sham gap = 5.5292 eV
2S+1 = 1

Structure (XYZ):
```
10
Properties=species:S:1:pos:R:3:mulliken_charge:R:1
Sn -14.25 -11.30 25.44 1.540
C -12.44 -9.10 25.08 -0.835
C -12.46 -8.34 23.75 -0.159
O -12.24 -9.32 22.74 -0.341
H -11.56 -9.71 25.29 0.596
H -13.22 -9.85 25.21 -0.127
H -12.36 -8.54 26.01 0.523
H -11.60 -7.68 23.72 0.337
H -13.36 -7.74 23.68 0.269
H -12.82 -10.05 22.97 0.197
```

This record from the Open Molecules 2025 dataset describes 2 unconnected molecules or ions with the total composition C2H6P2 in a non-equilibrium geometry. The level of theory is ωB97M-V/def2-TZVPD.

total charge = 0
E = -762.33727 hartree
energy above the lowest of the compared OMol25 structures with the same formula, charge and spin = 2.8393 eV
HOMO = -8.84 eV
molar mass = 92.0 Da
Kohn-Sham gap = 8.9422 eV
2S+1 = 1

Structure (XYZ):
```
10
Properties=species:S:1:pos:R:3:mulliken_charge:R:1
C 0.12 0.09 -0.29 -0.219
C -1.22 -1.43 -1.22 -0.717
P -0.56 1.33 0.60 -0.054
P 1.21 2.23 1.75 -0.136
H 1.20 -0.15 -0.21 0.246
H -2.25 -1.07 -0.99 0.294
H -0.75 -2.42 -0.94 0.261
H -1.06 -1.33 -2.35 0.242
H 2.21 1.64 1.09 0.021
H 1.11 1.12 2.55 0.061
```

This record from the Open Molecules 2025 dataset describes 2 unconnected molecules or ions with the total composition C2H6P5 in a non-equilibrium geometry. The level of theory is ωB97M-V/def2-TZVPD.

total charge = +1
E = -1786.18613 hartree
energy above the lowest of the compared OMol25 structures with the same formula, charge and spin = 4.0119 eV
HOMO (alpha / beta) = -13.37 / -12.25 eV
molar mass = 184.9 Da
Kohn-Sham gap (alpha / beta) = 8.5039 / 4.3665 eV
2S+1 = 1

Structure (XYZ):
```
13
Properties=species:S:1:pos:R:3:mulliken_charge:R:1
C -1.20 2.45 -1.56 -0.820
C -0.48 -2.26 0.93 -0.814
P 2.64 -0.63 0.99 0.153
P 2.12 1.34 0.18 0.163
P 0.94 0.47 1.91 0.130
P 1.41 -0.40 -0.84 0.092
P -0.48 -0.52 0.44 0.271
H -1.79 2.81 -0.74 0.291
H -0.75 1.50 -1.77 0.259
H -1.28 3.10 -2.45 0.287
H -1.29 -2.90 0.55 0.350
H -0.27 -2.47 1.98 0.349
H 0.43 -2.50 0.36 0.288
```

This record from the Open Molecules 2025 dataset describes 2 unconnected molecules or ions with the total composition C2H6S in a non-equilibrium geometry. The level of theory is ωB97M-V/def2-TZVPD.

total charge = 0
E = -477.88004 hartree
energy above the lowest of the compared OMol25 structures with the same formula, charge and spin = 2.6152 eV
HOMO = -9.13 eV
molar mass = 62.1 Da
Kohn-Sham gap = 8.2717 eV
2S+1 = 1

Structure (XYZ):
```
9
Properties=species:S:1:pos:R:3:mulliken_charge:R:1
C 0.73 0.51 -1.38 -0.872
C 0.75 -0.31 -0.05 -0.597
S -0.76 -0.11 0.86 -0.163
H -0.05 0.27 -2.12 0.259
H 0.36 1.45 -0.95 0.319
H 1.66 0.76 -1.88 0.317
H 1.70 -0.01 0.42 0.337
H 0.85 -1.39 -0.23 0.293
H -1.49 -0.97 -0.77 0.106
```

This record from the Open Molecules 2025 dataset describes 2 unconnected molecules or ions with the total composition C2H6S2 in a non-equilibrium geometry. The level of theory is ωB97M-V/def2-TZVPD.

total charge = 0
E = -876.09896 hartree
energy above the lowest of the compared OMol25 structures with the same formula, charge and spin = 1.9461 eV
HOMO = -8.56 eV
molar mass = 94.2 Da
SMILES string = C=C.SS
Kohn-Sham gap = 8.7116 eV
2S+1 = 1

Structure (XYZ):
```
10
Properties=species:S:1:pos:R:3:mulliken_charge:R:1
C -0.38 1.34 -1.49 -0.443
C -0.23 1.94 -0.27 -0.419
H -0.98 0.42 -1.63 0.230
H 0.33 1.64 -2.36 0.187
H -1.11 1.87 0.40 0.242
H 0.67 2.57 -0.04 0.210
S 1.22 -3.14 1.55 -0.185
S -0.37 -1.77 1.12 -0.124
H 0.94 -3.12 2.89 0.159
H -0.09 -1.75 -0.18 0.144
```